# 1
Below is a 2-piece molecular cluster, C2H9NS2 overall at a distorted geometry, with properties calculated with the ωB97M-V functional and the def2-TZVPD basis.

Computed properties:
- Energy above the lowest of the compared OMol25 structures with the same formula, charge and spin: 29.39 kcal/mol
- Kohn-Sham gap: 8.66 eV
- Charge: 0
- Energy: -25379.440 eV
- SMILES: CCN.SS
- Maximum force: 1.40 eV Å⁻¹

Structure (XYZ):
```
14
Properties=species:S:1:pos:R:3:forces:R:3
S -1.7483 -2.0063 0.0244 -0.06 -0.87 -0.02
S -1.1874 -0.2090 -0.8354 -0.75 0.15 0.05
H -0.9933 -2.7891 -0.7705 -0.06 0.18 0.12
H -1.8649 0.3932 0.1671 0.31 0.22 -0.36
C 2.5433 0.3962 1.0109 -0.50 -0.03 -0.87
C 1.4043 1.1967 0.3210 0.21 -0.66 1.21
N 1.5294 2.6134 0.1124 -0.05 -0.36 -0.31
H 3.2209 0.0769 0.2160 0.60 0.29 0.43
H 2.1463 -0.5388 1.4120 -0.22 0.04 -0.03
H 3.0008 0.9119 1.8429 0.39 0.29 -0.02
H 0.5481 1.0750 1.0057 -0.01 -0.10 -0.72
H 1.2371 0.6937 -0.6274 -0.30 -0.07 0.11
H 0.8343 3.1258 0.6158 0.53 0.62 0.13
H 2.4400 2.9968 -0.0583 -0.09 0.30 0.29
```
Forces are in eV/Å.

=====

# 2
Below is a 2-piece molecular cluster, C2H9NSi overall at a distorted geometry, with properties calculated with the ωB97M-V functional and the def2-TZVPD basis.

Computed properties:
- Energy above the lowest of the compared OMol25 structures with the same formula, charge and spin: 48.57 kcal/mol
- Kohn-Sham gap: 9.55 eV
- Charge: 0
- Energy: -11586.316 eV
- Maximum force: 3.09 eV Å⁻¹

Structure (XYZ):
```
13
Properties=species:S:1:pos:R:3:forces:R:3
C -2.1712 -0.0229 0.1026 -0.33 -0.13 -0.06
C 2.1000 0.5265 0.1508 -0.32 -0.32 0.24
N -0.8122 0.4273 -0.0926 0.32 -0.12 -0.03
Si 0.5654 -0.5626 0.1020 1.23 -0.80 -2.72
H -2.2313 -0.6182 1.0118 -0.08 0.00 0.06
H -2.8345 0.8384 0.2041 -0.02 -0.11 0.09
H -2.5304 -0.6366 -0.7277 -0.10 -0.03 0.00
H 2.2019 1.1114 -0.7590 -0.11 -0.02 -0.17
H 2.0924 1.2168 0.9918 -0.12 0.05 0.13
H 2.9857 -0.0930 0.2384 0.17 -0.16 -0.03
H -0.7627 1.1401 -0.8013 0.18 0.14 -0.06
H 1.0711 -1.8366 -1.6204 -0.81 1.64 2.32
H 0.3257 -1.4906 1.1993 -0.02 -0.14 0.24
```
Forces are in eV/Å.